20
Properties=species:S:1:pos:R:3:forces:R:3 method="wB97M-V/def2-TZVPD" e_homo_ev=-9.40 total_energy_ev=-10402.81883 charge=0
O 0.61803 -1.68696 -1.24335 0.278 2.536 -1.059
N -0.35967 -0.04931 -0.07561 0.382 1.911 -1.764
N -0.15970 1.68423 -2.31236 4.949 -5.561 1.761
C 0.27047 -0.47126 -1.23114 -0.614 -4.513 3.571
C 1.47213 -0.54471 1.62106 2.624 1.046 -4.193
C -0.93144 -0.24353 2.28408 -1.594 2.193 0.647
C 0.49140 0.41415 -2.29174 -2.168 7.060 -1.922
C 0.02470 -0.66046 1.16821 -2.627 -0.975 1.594
H 0.94787 0.08884 -3.19468 0.606 -0.474 -0.353
H -0.28247 -1.71638 1.00786 1.180 0.180 0.289
H 2.10400 0.33554 1.93403 -1.968 0.163 -0.082
H 1.81484 -1.27787 2.27048 -0.048 -1.772 1.239
H -1.03884 0.71602 -0.17318 0.936 -0.267 0.591
H -1.37090 1.32219 -2.46170 -3.623 -0.875 -0.179
H -2.04955 -0.50731 2.24703 1.766 -0.162 -0.449
H 0.03627 2.12645 -3.18053 0.311 0.435 -1.143
H -0.97340 0.89034 2.40643 0.309 -1.146 -0.262
H -0.53313 -0.58696 3.23216 -0.066 -0.273 0.139
H 2.04713 -0.76162 0.62960 -0.637 -0.081 1.595
H -2.12776 0.92861 -2.63666 0.005 0.576 -0.020


20
Properties=species:S:1:pos:R:3:forces:R:3 method="wB97M-V/def2-TZVPD" e_homo_ev=-7.00 total_energy_ev=-10405.36980 charge=0
O -1.26911 -0.27291 -1.09648 -0.124 -0.161 -0.556
N -2.03768 -0.63475 1.12936 0.194 -0.074 0.201
N 1.48280 -1.15777 -1.45378 -0.046 -0.272 -0.357
C 0.35277 -0.91284 0.69613 0.330 -4.136 -1.456
C -0.19947 1.16500 0.70754 -3.249 0.527 -0.876
C 1.36313 -1.38886 -0.08092 -0.853 0.969 0.883
C -0.96188 -0.36777 0.25529 3.255 3.852 2.025
C 0.77341 1.78377 -0.27587 -0.002 -0.312 0.146
H 2.24606 -1.79628 0.39439 0.025 0.032 0.033
H 0.42935 1.68246 -1.30446 0.036 -0.002 -0.035
H 2.00631 -1.86637 -1.94760 -0.053 0.050 0.052
H 1.75142 1.31642 -0.19191 0.089 -0.045 -0.117
H 0.38117 -1.14210 1.75248 0.095 0.206 -0.002
H 0.88633 2.84747 -0.06281 -0.014 0.012 0.031
H 0.59293 -0.97184 -1.89886 0.121 -0.028 -0.021
H -1.13994 1.73492 0.70354 0.020 0.643 0.027
H -1.75998 0.55617 -1.25421 0.328 -0.465 0.172
H -2.13469 -1.61709 1.34960 -0.219 0.043 -0.164
H 0.14251 1.24479 1.73772 0.026 -0.636 -0.039
H -2.90546 -0.20243 0.84085 0.042 -0.203 0.052


20
Properties=species:S:1:pos:R:3:forces:R:3 method="wB97M-V/def2-TZVPD" e_homo_ev=-9.09 total_energy_ev=-10406.92100 charge=0 smiles="CNCCNC(C)=O"
O 1.16610 -2.32620 -1.85490 0.120 -0.215 0.008
N -1.59524 1.40896 0.87300 -0.519 0.170 -0.422
N 0.75236 -0.22932 -1.14089 0.152 0.449 0.913
C 0.60136 0.52950 0.11975 0.010 -0.429 -0.721
C -3.00805 1.03571 0.89530 0.174 0.223 0.936
C 1.54158 -1.35728 -1.22740 -0.470 0.264 -1.083
C -0.73715 0.22736 0.79337 -0.602 0.091 0.305
C 2.93965 -1.22470 -0.70219 0.230 -1.527 0.593
H -1.23232 -0.59879 0.26897 -0.006 0.052 -0.417
H -1.47412 2.04269 0.09171 0.376 -0.189 -0.087
H 0.63256 1.57249 -0.16101 0.061 0.482 0.286
H 3.02385 -1.78565 0.23796 -0.206 0.672 0.360
H 3.60261 -1.87271 -1.28618 -0.194 0.576 -0.521
H -3.30597 0.41377 0.04715 -0.100 -0.141 0.025
H -3.19542 0.52640 1.84581 -0.084 -0.345 -0.248
H -3.64284 1.91775 0.95535 0.083 0.161 -0.280
H 3.26967 -0.20182 -0.64091 0.262 0.158 0.179
H 1.44899 0.31380 0.75949 0.085 0.022 0.074
H -0.69150 -0.15895 1.81316 0.605 0.051 0.130
H -0.09612 -0.23300 -1.68755 0.023 -0.525 -0.029


20
Properties=species:S:1:pos:R:3:forces:R:3 method="wB97M-V/def2-TZVPD" e_homo_ev=-8.42 total_energy_ev=-10407.67159 charge=0 smiles="CNC(=O)CCCN"
O -1.36963 0.41928 0.36199 -0.263 0.190 -0.040
N -0.24215 1.93368 -1.79332 -0.018 0.449 0.118
N -0.52011 -1.17525 1.68218 -0.203 -0.359 0.268
C 1.47337 0.46562 -0.73794 0.037 0.467 -0.596
C -1.58872 -1.10041 2.65205 -0.711 -0.018 -0.144
C 1.03222 1.27930 -1.95824 0.259 -0.152 0.152
C -0.53001 -0.44174 0.53927 0.354 -0.362 0.239
C 0.60942 -0.74390 -0.41962 -0.084 -0.543 0.300
H 0.19432 -1.18313 -1.32738 -0.164 0.176 -0.151
H 0.04406 -2.00365 1.75633 0.242 0.166 -0.288
H -0.79313 1.53293 -1.04672 -0.105 -0.091 -0.041
H 1.21791 -1.54704 0.01443 0.010 0.209 0.018
H -1.89724 -0.07254 2.82722 0.202 0.034 -0.017
H 1.55473 1.12444 0.12312 -0.024 0.062 0.203
H 1.83059 2.00264 -2.15819 -0.065 0.139 0.039
H -1.26257 -1.55670 3.57250 0.236 0.025 0.366
H 2.47898 0.13826 -0.98604 0.205 -0.191 0.176
H -2.48994 -1.64947 2.34488 0.166 0.108 -0.182
H 1.04880 0.60440 -2.81134 -0.077 -0.284 -0.295
H -0.79089 1.97328 -2.63518 0.005 -0.023 -0.126


20
Properties=species:S:1:pos:R:3:forces:R:3 method="wB97M-V/def2-TZVPD" e_homo_ev=-8.11 total_energy_ev=-10404.05930 charge=0
O 0.83854 -1.02903 -0.18638 -1.481 0.782 -2.441
N 0.79279 1.53594 0.13916 -2.556 0.818 -0.444
N -1.18903 1.35876 1.25679 0.034 -0.414 -1.072
C 1.38196 -1.78464 0.84926 -1.080 -0.329 0.501
C -2.04457 -0.88572 -0.40188 0.206 -0.518 0.340
C -0.73991 -0.17984 -0.62389 1.993 -1.484 0.775
C 1.58050 1.57995 -1.07093 0.142 -0.285 0.189
C -0.40325 0.99961 0.17397 2.890 1.209 1.484
H -0.45801 -0.10422 -1.66861 0.092 -0.093 0.205
H 2.36428 -2.16798 0.53050 -0.310 0.106 -0.352
H -0.76735 2.10497 1.79537 -0.480 -0.387 0.225
H 1.22938 0.95650 -1.89623 0.027 -0.068 0.000
H 1.60072 -1.21450 1.76258 -0.376 0.086 0.070
H -2.07271 -1.37013 0.58133 0.050 0.024 -0.158
H 1.61893 2.61711 -1.42389 0.043 -0.076 0.088
H -1.96740 0.77879 1.53433 0.342 0.440 0.334
H -2.22427 -1.64152 -1.16906 0.055 0.073 0.158
H 0.73836 -2.65172 1.06225 0.264 0.007 0.369
H 2.59996 1.27381 -0.82715 -0.026 0.008 -0.126
H -2.87892 -0.17613 -0.41751 0.172 0.103 -0.145


20
Properties=species:S:1:pos:R:3:forces:R:3 method="wB97M-V/def2-TZVPD" e_homo_ev=-6.67 total_energy_ev=-10399.88079 charge=0
O 1.21092 0.30625 -1.06419 0.177 -0.127 -0.001
N -1.51246 -0.51034 -0.32412 -0.135 -0.114 -0.502
N 1.55923 0.67334 1.25757 -0.438 0.838 -0.723
C -0.35142 -0.63732 0.52994 -0.043 -0.982 0.713
C 2.60687 1.59528 0.93211 0.939 -0.626 -0.089
C 0.65942 0.51332 0.22407 -0.657 -0.606 -0.051
C -2.76487 -0.93447 0.30496 -1.193 -0.028 -1.592
C -1.35990 -0.95807 -1.66137 1.700 0.748 1.184
H 3.01152 1.98521 1.86473 0.146 0.002 -0.033
H 0.07508 -1.65597 0.50386 0.544 0.393 -0.582
H -0.01973 1.38986 0.11803 0.195 0.250 0.328
H -3.55896 -0.69422 -0.40890 -0.003 0.007 -0.066
H 0.45287 -0.01624 -1.60845 0.252 0.175 -0.089
H 3.43862 1.14529 0.35449 -0.063 -0.162 0.379
H -0.80479 -1.89051 -1.81680 -0.103 0.055 -0.012
H -2.80710 -2.03144 0.34541 0.038 0.119 0.759
H -3.09154 -0.39591 1.19025 0.778 -0.178 0.399
H -0.63272 -0.56397 1.57414 -0.411 0.340 0.187
H 2.34314 2.42015 0.26469 -0.632 0.139 -0.029
H -1.23935 -0.19148 -2.43453 -1.092 -0.242 -0.180


20
Properties=species:S:1:pos:R:3:forces:R:3 method="wB97M-V/def2-TZVPD" e_homo_ev=-8.69 total_energy_ev=-10404.68876 charge=0 smiles="C=C(C)C=O.CNN"
O -1.05486 -1.72128 0.60244 0.000 -0.489 0.423
N -0.50511 0.04003 -1.14971 1.327 0.099 0.556
N -0.72719 -1.13804 -1.91567 0.290 -0.023 -0.277
C 1.19686 1.09258 1.64409 -0.101 -0.050 -0.316
C 0.89301 -0.25673 1.06361 -1.123 -1.028 0.826
C -1.33421 1.17324 -1.50480 0.312 -0.091 -0.344
C 1.77131 -1.25583 1.05192 -0.267 0.161 -0.127
C -0.63574 -0.58158 0.74757 1.572 0.537 0.308
H -1.72933 -1.22443 -2.08171 0.108 0.249 0.131
H 2.23878 1.16448 1.95242 0.006 0.024 -0.066
H 0.57073 1.28403 2.51694 -0.066 0.010 -0.006
H -1.05109 2.02691 -0.89064 -0.004 -0.025 0.009
H 1.47336 -2.24328 0.73479 -0.142 -0.131 -0.056
H -1.28141 0.24162 1.09847 -0.177 0.052 -0.048
H 0.53333 0.21545 -1.05999 -1.690 -0.010 -0.953
H 0.98970 1.87819 0.91614 0.013 0.212 0.019
H -2.37853 0.92719 -1.30346 0.022 -0.036 0.046
H -0.52653 -1.91621 -1.26566 -0.167 0.328 -0.073
H 2.78630 -1.14606 1.40478 0.138 0.171 -0.086
H -1.22938 1.43973 -2.56153 -0.052 0.041 0.033


20
Properties=species:S:1:pos:R:3:forces:R:3 method="wB97M-V/def2-TZVPD" e_homo_ev=-9.30 total_energy_ev=-10406.12582 charge=0 smiles="CCCNCC(N)=O"
O -3.07018 -0.85716 -0.86240 2.089 0.001 -1.377
N -1.43015 -1.37316 -2.40900 3.745 3.876 -0.211
N 0.09211 0.70477 -0.79859 1.129 1.881 0.119
C 0.65181 -0.31489 0.12577 1.066 -1.481 -0.490
C 0.63927 0.07293 1.63867 0.954 -0.507 0.860
C 2.04774 0.62847 1.90989 -0.997 -0.679 2.549
C -1.96056 -0.58651 -1.38283 -3.414 -2.743 0.364
C -1.33067 0.63822 -0.78967 -0.356 0.883 -1.550
H 2.76413 -0.13395 1.87595 0.929 -1.692 -0.106
H 0.43097 -0.68852 2.45615 0.273 0.153 -1.545
H -0.08916 0.81687 1.90093 -0.567 0.614 -0.463
H -1.63123 -2.26066 -2.78058 -1.326 -0.945 0.339
H 0.18073 -1.32847 -0.17606 0.149 1.748 0.819
H -0.51496 -1.00894 -2.85968 -2.135 -0.625 1.387
H -1.74756 1.50164 -1.40380 0.395 -0.867 0.918
H -1.74790 0.63754 0.20687 -0.380 0.316 0.319
H 1.75772 -0.57406 -0.12293 -1.709 0.886 0.154
H 0.29305 1.77348 -0.63734 0.376 -3.104 0.106
H 2.25094 1.07340 2.89262 -0.649 0.090 -0.037
H 2.41392 1.27902 1.21604 0.429 2.194 -2.156


20
Properties=species:S:1:pos:R:3:forces:R:3 method="wB97M-V/def2-TZVPD" e_homo_ev=-8.93 total_energy_ev=-10404.61529 charge=0
O 1.61068 0.29066 -0.08851 -1.701 -0.446 1.773
N -1.76682 1.45399 0.18058 -0.278 -0.220 -0.520
N -0.94368 0.63196 -0.16756 1.182 -0.679 -1.946
C -0.45237 0.44706 -1.75558 -1.821 1.077 1.343
C 0.85899 0.04633 0.89891 4.528 0.056 -0.555
C 0.75518 -1.39597 1.36871 -0.966 0.045 -0.506
C 0.78243 1.04787 2.03304 -1.318 0.277 -0.509
C -0.58517 -0.99329 -2.18345 -0.144 0.106 0.295
H -1.60579 -1.34760 -2.04430 -0.047 -0.044 -0.054
H 0.07662 -1.63022 -1.60327 0.125 -0.007 -0.040
H 1.59185 -1.62093 2.02994 0.060 0.276 0.033
H -0.26766 1.13234 2.31981 0.010 0.080 0.306
H 0.54519 0.84987 -1.91256 -0.092 -0.114 0.604
H -1.15917 1.10993 -2.27059 -0.055 -0.169 -0.114
H -0.17014 -1.55358 1.92193 -0.035 -0.179 0.030
H 0.82354 -2.07985 0.52564 -0.122 0.001 -0.017
H 1.34318 0.70318 2.89857 0.156 -0.066 -0.089
H -0.32887 -1.08298 -3.24078 0.023 -0.012 0.069
H -2.21647 1.96021 -0.61242 0.315 0.085 -0.110
H 1.10848 2.03102 1.70190 0.180 -0.067 0.008


20
Properties=species:S:1:pos:R:3:forces:R:3 method="wB97M-V/def2-TZVPD" e_homo_ev=-8.89 total_energy_ev=-10406.90209 charge=0 smiles="CCN(C=O)CCN"
O 2.47512 0.55319 1.05177 0.311 0.271 0.253
N -0.21252 1.59104 2.11537 -1.005 0.203 -0.704
N 0.72155 -0.18521 -0.23923 0.115 0.926 -0.199
C -0.90443 1.32647 0.85894 -0.521 -0.333 -0.550
C -1.17780 -1.56000 -1.05007 0.300 -0.837 -0.911
C 1.90701 -0.30847 0.43403 -1.056 -0.859 -0.918
C 0.03666 1.14501 -0.34776 0.725 -1.682 0.712
C 0.31432 -1.22438 -1.16994 -0.199 -0.995 0.212
H -1.49979 0.40556 0.89111 0.089 0.182 0.374
H -1.63024 2.12034 0.64719 0.177 0.143 -0.051
H -0.45971 1.04301 -1.30771 -0.320 0.770 -0.044
H 0.58312 -1.06571 -2.21863 0.088 0.668 0.066
H 0.87931 -2.12205 -0.88654 -0.087 0.111 -0.103
H 0.83583 1.88271 -0.35849 -0.141 0.331 -0.188
H -0.07242 0.77020 2.68931 0.488 0.186 -0.340
H -1.79263 -0.66401 -1.09393 -0.157 -0.089 0.909
H -1.27549 -2.29957 -0.24944 -0.636 0.896 0.485
H 0.61975 2.07726 1.83412 0.686 -0.226 0.827
H 2.22633 -1.36727 0.30812 0.548 0.325 0.397
H -1.57399 -2.11810 -1.90820 0.596 0.005 -0.230